{
  "formula": "C9H17BF4N2O4Ti",
  "method": "wB97M-V/def2-TZVPD",
  "species": ["Ti", "C", "C", "O", "H", "H", "H", "H", "H", "B", "F", "F", "F", "F", "C", "O", "C", "O", "O", "C", "H", "H", "H", "H", "H", "H", "C", "C", "N", "H", "H", "H", "C", "C", "N", "H", "H", "H"],
  "coordinates": [[0.301516, -0.009837, -0.530349], [-0.321110, 3.544041, 1.141892], [0.334824, 2.197351, 1.466882], [1.308681, 1.767087, 0.609651], [-1.155833, 3.727916, 1.842035], [-0.852714, 3.511088, 0.184415], [0.367419, 4.376353, 1.279584], [-0.478761, 1.431745, 1.555987], [0.738933, 2.330571, 2.501234], [3.314130, 0.640477, -2.197659], [3.720041, 1.955766, -1.950006], [3.978313, 0.175971, -3.355752], [3.614556, -0.189839, -1.112201], [1.899051, 0.616658, -2.435242], [-3.960033, 0.106726, 0.023955], [-3.697499, -0.519645, 1.274502], [-2.435323, -0.843390, 1.509626], [-1.570352, -0.892832, 0.673471], [-2.259881, -1.046652, 2.809560], [-1.013500, -1.664983, 3.145615], [-3.185099, 0.847114, -0.190806], [-4.947435, 0.547960, 0.069910], [-3.868224, -0.590130, -0.812921], [-0.254566, -0.885776, 3.188755], [-0.768790, -2.497649, 2.492599], [-1.133814, -2.066818, 4.151832], [2.495025, -3.515745, 1.982099], [1.930952, -2.481441, 1.117054], [1.451695, -1.682251, 0.434907], [1.642134, -4.092476, 2.337589], [3.119121, -3.083844, 2.760166], [3.132583, -4.162815, 1.375703], [-0.114810, 0.578765, -4.989830], [-0.498989, -0.010894, -3.725649], [-0.791399, -0.452409, -2.702781], [0.880880, 0.222340, -5.245684], [-0.080056, 1.668131, -4.890633], [-0.841663, 0.443364, -5.789501]],
  "forces_ev_per_a": [[1.61, 0.38, 0.23], [-1.09, -0.25, 0.44], [0.49, -0.14, 0.33], [-1.26, -0.90, -0.82], [0.23, -0.09, 0.24], [0.64, 0.25, -0.32], [0.11, 0.01, -0.56], [-0.23, 0.23, 0.23], [-0.10, -0.15, 0.05], [0.71, 0.34, 0.17], [-0.14, -0.12, -0.07], [-0.26, -0.14, -0.09], [-0.13, -0.03, -0.15], [-0.32, -0.13, 0.22], [0.87, 0.04, -0.86], [-0.51, 0.00, 0.51], [0.37, 0.51, -0.15], [0.12, -0.02, -0.19], [-0.45, -0.65, -0.11], [0.15, 0.24, 0.81], [-0.21, 0.21, 0.23], [-0.05, -0.03, 0.14], [-0.27, -0.23, 0.22], [0.27, -0.24, -0.38], [0.09, 0.28, -0.34], [-0.19, 0.11, 0.00], [-0.08, 0.21, -0.91], [0.24, 0.23, 0.10], [-0.89, 0.26, -0.34], [0.26, -0.13, 0.45], [-0.23, -0.04, 0.27], [-0.03, -0.11, 0.05], [0.10, 0.74, -0.10], [-0.45, -0.20, -0.01], [0.32, 0.22, 0.53], [-0.03, 0.01, -0.18], [0.30, -0.06, 0.30], [0.02, -0.61, 0.08]],
  "total_charge": -1,
  "lumo_energy_ev": [2.576, 2.533],
  "s2": 3.76,
  "multiplicity": 4,
  "orbital_gap_ev": [3.31, 6.50],
  "fmax_ev_per_a": 1.75
}

{
  "formula": "C3H8O2Si2",
  "method": "wB97M-V/def2-TZVPD",
  "species": ["C", "C", "C", "O", "O", "Si", "Si", "H", "H", "H", "H", "H", "H", "H", "H"],
  "coordinates": [[1.482051, -1.981499, 0.593460], [1.576999, -0.864469, -0.109049], [0.246531, 2.334462, -0.019893], [-0.941925, -0.558203, 0.912791], [-0.980856, 0.194741, -1.342970], [-2.048087, -0.661538, -0.177099], [0.223165, 0.464432, -0.369164], [2.327150, -2.668624, 0.689118], [0.458991, -2.267812, 0.971671], [2.535274, -0.546923, -0.447212], [0.969090, 2.597103, 0.635266], [0.230049, 2.945780, -0.925903], [-0.834095, 2.479170, 0.145507], [-2.270605, -1.944845, -0.613902], [-2.973729, 0.478222, 0.057381]],
  "forces_ev_per_a": [[-1.64, -0.74, -0.01], [-0.06, 2.09, -0.32], [-2.48, -2.05, -3.20], [2.55, 1.17, 1.47], [-2.14, -1.02, -1.93], [1.12, 4.04, -1.44], [-0.66, -1.95, 3.51], [-0.26, 0.26, 0.15], [1.48, 0.18, -0.18], [0.99, -0.15, -0.41], [1.69, 1.36, 2.42], [0.99, -0.28, -0.32], [0.42, -0.11, 1.33], [-1.10, -1.99, -0.81], [-0.90, -0.81, -0.27]],
  "total_charge": 0,
  "e_above_lowest_kj_mol": 72.85,
  "lumo_energy_ev": 0.569,
  "orbital_gap_ev": 10.64,
  "fmax_ev_per_a": 4.53
}

{
  "formula": "C23H28F5N2O17S",
  "method": "wB97M-V/def2-TZVPD",
  "species": ["C", "C", "C", "C", "C", "N", "C", "N", "C", "S", "C", "O", "O", "H", "H", "H", "H", "H", "H", "H", "H", "H", "H", "H", "H", "H", "C", "C", "O", "C", "O", "O", "F", "H", "H", "H", "C", "C", "O", "C", "O", "O", "F", "H", "H", "H", "C", "C", "O", "C", "O", "O", "F", "H", "H", "H", "C", "C", "O", "C", "O", "O", "F", "H", "H", "H", "C", "C", "O", "C", "O", "O", "F", "H", "H", "H"],
  "coordinates": [[-0.946114, 0.032025, -2.745744], [-1.691118, 0.147352, -4.130145], [-3.242694, 0.364364, -3.806713], [-3.853620, -1.050938, -3.522778], [-5.119630, -1.050373, -2.576994], [-5.229480, 0.127271, -1.708419], [-5.994295, 1.214451, -2.290830], [-7.399400, 0.842730, -2.701238], [-7.510307, 0.876977, -3.920665], [-7.372400, 1.136577, -5.533427], [-6.090826, 2.333243, -1.163163], [-5.174879, 3.172177, -1.073073], [-7.087411, 2.333368, -0.328352], [0.105130, 0.386303, -2.779098], [-1.482326, 0.570099, -1.921828], [-0.994319, -1.048375, -2.452320], [-1.639882, -0.831617, -4.672970], [-1.283015, 0.931852, -4.804286], [-3.279549, 1.064640, -2.945998], [-3.692129, 0.887547, -4.684555], [-4.195718, -1.455401, -4.511003], [-3.051417, -1.704556, -3.096854], [-5.006857, -1.935814, -1.895253], [-6.020074, -1.263245, -3.200587], [-5.616065, -0.118461, -0.799304], [-5.468487, 1.717390, -3.140522], [4.685464, 0.264625, -3.699020], [3.672038, -0.037704, -2.633781], [2.472266, -0.189027, -3.369975], [2.844543, -0.643600, -4.600216], [2.104262, -1.131853, -5.386548], [4.180339, -0.471698, -4.810686], [3.529087, 1.010453, -1.782445], [4.722727, 1.327172, -3.952384], [5.686906, -0.067486, -3.429620], [3.872823, -0.947143, -2.065586], [1.344659, 0.201077, 1.996579], [2.727214, 0.574835, 2.414373], [3.513031, -0.504478, 1.926024], [2.853467, -0.970584, 0.827918], [3.340217, -1.693928, 0.012049], [1.582984, -0.511157, 0.773440], [2.836042, 0.612550, 3.773822], [0.847424, -0.468482, 2.718731], [0.712259, 1.069950, 1.830460], [3.087445, 1.509509, 1.990226], [-0.880818, -4.853936, 3.492142], [-0.643686, -4.463792, 2.061876], [-0.749322, -3.052091, 2.101493], [-0.361800, -2.682858, 3.349681], [-0.069772, -1.569938, 3.656963], [-0.340313, -3.738792, 4.200163], [-1.611692, -4.952660, 1.251704], [-1.942496, -4.954293, 3.727380], [-0.371512, -5.776771, 3.764752], [0.337374, -4.746658, 1.672681], [3.258202, -0.945894, 6.653693], [4.164316, -0.488217, 7.759036], [3.724299, -1.254326, 8.865567], [3.230182, -2.415412, 8.345394], [3.021152, -3.396074, 8.979848], [3.015765, -2.308404, 7.008375], [3.978957, 0.826376, 8.037193], [2.312020, -0.401163, 6.634910], [3.724144, -0.872079, 5.672865], [5.225586, -0.678289, 7.580861], [1.437594, 5.483967, -1.221535], [2.236464, 4.443788, -1.951820], [2.765733, 3.659101, -0.899092], [1.867741, 3.746274, 0.118729], [1.842039, 3.011894, 1.053716], [0.998652, 4.768602, -0.068726], [3.264827, 5.003716, -2.639945], [2.046149, 6.336388, -0.911055], [0.592540, 5.848489, -1.803066], [1.649340, 3.810414, -2.620992]],
  "forces_ev_per_a": [[-0.29, -0.47, -0.19], [-1.01, -0.20, 0.75], [1.47, 0.01, -0.69], [-0.63, 0.85, -0.15], [0.74, -1.08, 0.26], [-0.83, -0.21, -1.15], [1.09, 1.60, 1.91], [-0.23, -0.39, -3.18], [0.69, 0.66, 0.46], [-0.62, -0.58, 1.86], [-2.07, 1.44, 3.10], [0.56, -0.79, -1.35], [1.56, -1.28, -2.40], [-0.63, -0.46, 0.02], [0.40, -0.19, -0.86], [0.47, 0.89, -0.07], [0.34, 0.85, 0.28], [-0.24, -0.36, 0.60], [-0.33, -0.62, -0.45], [-0.08, -0.59, 0.66], [0.56, 0.04, 0.81], [-0.70, 0.49, -0.36], [-0.20, 0.67, -0.58], [0.37, 0.41, 0.49], [-0.05, 0.20, -0.29], [-0.37, -0.85, 0.52], [0.64, 0.11, -0.18], [-0.19, 0.29, 0.34], [0.62, -0.31, -0.25], [-0.53, -0.21, -0.53], [0.15, 0.13, 0.08], [-0.28, 0.01, 0.28], [-0.05, -0.06, 0.10], [-0.15, 0.00, 0.16], [-0.07, -0.14, -0.16], [-0.10, 0.14, 0.14], [-0.89, 0.24, 0.30], [0.16, 0.06, 0.35], [-0.24, 0.09, -0.50], [-0.33, -0.23, -0.35], [0.05, 0.01, 0.20], [0.81, -0.19, 0.09], [0.19, -0.01, 0.11], [0.68, 0.66, -0.58], [0.10, -0.09, -0.30], [0.11, -0.05, 0.24], [0.03, -0.55, 0.48], [-0.52, -0.06, -0.43], [0.48, -0.17, 0.42], [-0.07, 0.43, 0.26], [-0.58, -0.85, 0.56], [0.01, 0.23, -0.40], [0.10, 0.01, -0.08], [-0.01, 0.07, -0.23], [0.12, 0.18, 0.13], [-0.10, -0.01, -0.13], [-0.10, 0.02, -0.79], [-0.27, 0.46, 0.29], [0.24, -0.27, -0.48], [-0.35, -0.62, 0.20], [0.01, 0.18, -0.05], [0.24, 0.18, 0.46], [0.15, 0.00, 0.07], [0.11, 0.10, 0.14], [-0.07, -0.21, 0.02], [0.00, 0.16, 0.07], [-0.54, 0.53, -0.12], [0.48, 0.12, -0.19], [-0.56, 0.07, 0.05], [-0.20, -0.10, 0.45], [0.10, 0.31, -0.16], [0.40, -0.34, -0.09], [0.03, -0.11, -0.06], [0.16, -0.13, -0.10], [-0.11, -0.14, 0.20], [0.14, 0.02, -0.07]],
  "total_charge": -1,
  "lumo_energy_ev": 1.729,
  "orbital_gap_ev": 6.04,
  "fmax_ev_per_a": 3.99
}

{
  "formula": "CH3AlGaNS",
  "method": "wB97M-V/def2-TZVPD",
  "species": ["S", "C", "N", "Ga", "H", "H", "H", "Al"],
  "coordinates": [[2.746522, 0.869790, 0.084763], [1.462991, 0.045302, -0.002246], [0.420936, -0.611501, 0.028079], [-1.306646, 0.367281, -0.001993], [-2.651297, -0.575116, -0.137254], [-1.435335, 0.862841, 1.560768], [-1.270841, 1.347389, -1.253487], [2.033669, -2.305987, -0.278629]],
  "forces_ev_per_a": [[0.59, 0.36, -0.11], [0.11, 1.17, 0.22], [-0.50, 0.34, 0.24], [0.44, 0.50, -0.69], [-0.36, 0.39, 0.35], [-0.17, -1.08, 0.31], [-0.02, -0.59, -0.27], [-0.09, -1.08, -0.05]],
  "total_charge": 2,
  "lumo_energy_ev": -14.771,
  "orbital_gap_ev": 4.38,
  "fmax_ev_per_a": 1.19
}

{
  "formula": "C4H11NO2",
  "method": "wB97M-V/def2-TZVPD",
  "species": ["C", "C", "C", "C", "N", "O", "O", "H", "H", "H", "H", "H", "H", "H", "H", "H", "H", "H"],
  "coordinates": [[-0.414917, 0.267683, -0.388326], [0.121927, -1.074676, -0.135148], [1.240153, -0.760352, 1.132399], [-1.263812, 0.933211, 0.668009], [0.422641, 1.125157, -1.105017], [-1.378260, -0.415785, -1.667916], [2.231763, 0.186675, 0.828104], [-2.086432, -1.020677, -1.405483], [2.337361, 0.192425, -0.140891], [-0.011444, 2.021513, -1.298386], [0.685594, 0.689090, -1.986561], [-0.594113, -1.781597, 0.280552], [0.717844, -1.477642, -0.952063], [0.776705, -0.471326, 2.076552], [1.704140, -1.738363, 1.294383], [-1.750681, 0.206387, 1.322360], [-0.678467, 1.611533, 1.295427], [-2.060001, 1.506745, 0.182006]],
  "forces_ev_per_a": [[-2.33, -1.58, -2.97], [3.63, 1.29, 4.24], [-0.78, -1.88, -1.40], [-0.35, 0.01, -0.16], [-0.18, -0.04, -0.16], [-0.07, 1.70, 0.45], [0.01, -0.01, -0.66], [0.18, 0.26, 0.39], [-0.02, 0.26, 0.67], [0.05, -0.14, 0.06], [-0.09, 0.12, 0.16], [0.01, 0.13, -0.26], [-0.28, 0.02, -0.04], [-0.32, 0.12, -0.24], [0.07, -0.06, 0.20], [0.14, -0.04, -0.14], [0.10, -0.13, -0.17], [0.20, -0.01, 0.01]],
  "total_charge": 0,
  "e_above_lowest_kj_mol": 232.18,
  "lumo_energy_ev": 0.863,
  "orbital_gap_ev": 9.78,
  "fmax_ev_per_a": 5.73
}

{
  "formula": "HNOS",
  "method": "wB97M-V/def2-TZVPD",
  "species": ["N", "O", "S", "H"],
  "coordinates": [[0.066525, -0.623056, 0.356556], [-0.124834, 0.676446, -1.552826], [0.106143, 0.772416, -0.145500], [-0.047834, -0.825806, 1.341770]],
  "forces_ev_per_a": [[-0.32, -1.33, 1.30], [0.21, 1.35, -1.40], [-0.35, -0.37, -0.14], [0.47, 0.35, 0.24]],
  "total_charge": 0,
  "e_above_lowest_kj_mol": 2.96,
  "lumo_energy_ev": -0.585,
  "orbital_gap_ev": 10.45,
  "fmax_ev_per_a": 1.96
}

{
  "formula": "C15H13F2N3S",
  "method": "wB97M-V/def2-TZVPD",
  "species": ["N", "N", "F", "F", "C", "C", "S", "C", "C", "C", "C", "C", "C", "C", "C", "N", "C", "C", "C", "C", "C", "H", "H", "H", "H", "H", "H", "H", "H", "H", "H", "H", "H", "H"],
  "coordinates": [[-0.215417, -4.171129, -4.571117], [-3.718246, -2.714338, -2.730290], [-2.407603, 1.567496, 2.338125], [-2.152021, 3.156724, 0.800466], [-0.186999, -3.376156, -3.727109], [-2.628860, -2.397935, -2.513419], [0.688351, -0.070170, 2.920290], [-2.348177, -0.093406, -0.509195], [-1.742769, 0.905282, 0.208988], [1.063684, -1.760803, -2.431387], [1.071044, -0.761443, -1.449827], [-0.181139, -2.313924, -2.773764], [-1.367831, -1.874579, -2.121306], [-1.295399, -0.800135, -1.200379], [-0.082260, -0.259907, -0.860233], [-0.376986, 0.786713, 0.068324], [1.955469, -0.922160, 3.934372], [-2.538766, 1.895538, 1.019342], [1.373219, 2.514865, -0.285104], [1.574951, 0.872679, 1.638229], [0.580072, 1.700958, 0.769853], [-3.431581, -0.320816, -0.526298], [2.000006, -2.063957, -2.914523], [2.051314, -0.393777, -1.185046], [2.600450, -1.517063, 3.252454], [1.539890, -1.559015, 4.733646], [2.572446, -0.188252, 4.465329], [-3.578723, 1.833180, 0.721072], [0.716064, 3.084820, -0.927618], [2.026757, 3.252399, 0.204794], [1.969338, 1.875049, -0.906262], [2.296535, 1.536728, 2.102061], [2.152169, 0.205568, 1.004243], [0.021018, 2.370970, 1.451290]],
  "forces_ev_per_a": [[0.14, 0.76, 1.06], [0.70, 0.05, -0.01], [-0.06, 0.64, 0.06], [0.51, 0.91, 0.30], [-0.54, -0.84, -1.42], [-1.22, -0.11, 0.20], [-0.67, -0.26, 0.39], [-0.50, -0.06, -0.13], [-0.35, -1.43, -0.90], [-0.65, 0.97, 0.97], [1.53, -0.13, -0.41], [-0.36, 0.15, 0.93], [1.55, 0.22, -0.76], [-2.29, -1.16, -0.52], [0.01, 1.39, 1.30], [1.16, 0.69, 0.16], [0.96, 0.32, -0.59], [0.39, -1.53, -0.37], [-0.31, 0.50, 1.09], [-0.04, -0.09, 0.07], [0.74, -0.65, -0.35], [0.96, 0.26, -0.17], [-0.58, 0.02, 0.29], [0.00, 0.25, 0.11], [-0.37, 0.20, 0.63], [-0.36, 0.23, -0.78], [-0.01, -0.05, -0.25], [-0.28, -0.19, 0.19], [-0.36, 0.02, -0.13], [-0.09, -0.35, -0.05], [0.35, -0.36, -0.25], [-0.01, 0.32, 0.09], [-0.02, -0.20, -0.16], [0.07, -0.47, -0.60]],
  "total_charge": 0,
  "lumo_energy_ev": -0.595,
  "orbital_gap_ev": 8.25,
  "fmax_ev_per_a": 2.62
}

Which formula does entry 2 have?
C3H8O2Si2